Entry 1:
Entry from the OMol25 dataset: a cluster of 2 separate species, C4H10NO3 in total in a non-equilibrium geometry (ωB97M-V with the def2-TZVPD basis set).

The geometry in XYZ format:
```
18
C4H10NO3 ωB97M-V with the def2-TZVPD basis set
C 0.899 -0.976 -1.766
N 1.096 0.242 -0.976
C 1.809 0.042 0.269
O 3.022 0.888 0.293
H 1.867 -1.516 -1.871
H 0.544 -0.725 -2.773
H 0.161 -1.636 -1.290
H 0.233 0.774 -0.823
H 1.177 0.354 1.122
H 2.173 -0.994 0.418
H 3.034 1.303 -0.539
O -1.240 1.303 -0.030
C -1.520 0.251 0.671
O -0.945 -0.900 0.693
C -2.825 0.387 1.533
H -3.293 -0.623 1.539
H -2.723 0.742 2.550
H -3.468 1.084 0.982
```

Values from the calculation:
* gap between HOMO and LUMO: 8.5 eV
* electronic energy: -438.9335 a.u.
* total charge: -1
* 2S+1: 1


Entry 2:
Entry from the OMol25 dataset: a cluster of 12 separate species, C18H24Cl33NO3 in total in a non-equilibrium geometry (ωB97M-V with the def2-TZVPD basis set).

The geometry in XYZ format:
```
79
C18H24Cl33NO3 ωB97M-V with the def2-TZVPD basis set
N 1.635 -3.358 1.946
C 1.417 -3.023 0.539
C 0.779 -1.646 0.242
O 1.822 -0.701 0.075
C -0.240 -1.188 1.311
C -1.460 -2.046 1.182
C -2.487 -2.146 2.301
C -3.318 -3.291 1.652
C -3.257 -2.821 0.172
O -3.851 -3.207 -0.725
O -2.323 -1.829 0.054
H 0.776 -3.744 2.318
H 1.936 -2.546 2.480
H 2.349 -3.068 -0.022
H 0.762 -3.782 0.115
H 0.191 -1.767 -0.678
H 1.392 0.166 0.075
H 0.234 -1.264 2.285
H -0.484 -0.141 1.119
H -1.164 -3.094 1.036
H -3.178 -1.305 2.196
H -2.151 -2.255 3.326
H -2.734 -4.200 1.850
H -4.304 -3.451 2.071
C 0.445 2.992 -1.935
Cl 0.873 2.346 -0.341
Cl 0.967 1.893 -3.207
Cl -1.288 3.299 -2.020
H 0.961 3.935 -2.064
C 3.976 5.566 -0.922
Cl 4.380 4.913 0.666
Cl 4.504 4.472 -2.202
Cl 2.238 5.876 -1.036
H 4.494 6.508 -1.045
C 5.094 -1.552 3.639
Cl 5.563 -2.237 5.197
Cl 5.661 -2.564 2.313
Cl 3.340 -1.340 3.554
H 5.554 -0.578 3.545
C -4.123 5.410 -0.181
Cl -4.102 3.767 -0.820
Cl -3.961 5.374 1.577
Cl -2.828 6.370 -0.900
H -5.067 5.874 -0.436
C -2.665 -3.243 -4.062
Cl -2.002 -4.814 -3.610
Cl -1.380 -2.157 -4.601
Cl -3.899 -3.420 -5.313
H -3.130 -2.810 -3.183
C -4.402 -7.405 1.404
Cl -4.322 -6.352 -0.005
Cl -3.435 -8.864 1.180
Cl -3.851 -6.488 2.807
H -5.432 -7.702 1.560
C 0.722 5.516 2.196
Cl -1.033 5.483 2.005
Cl 1.325 7.174 2.071
Cl 1.202 4.793 3.733
H 1.166 4.936 1.395
C -0.810 10.228 2.784
Cl -2.229 10.291 1.735
Cl 0.250 11.608 2.489
Cl -1.289 10.157 4.481
H -0.261 9.326 2.551
C 3.403 0.408 -5.912
Cl 4.300 -1.031 -5.426
Cl 1.669 0.074 -5.964
Cl 3.754 1.758 -4.825
H 3.723 0.688 -6.911
C -2.873 -5.871 6.976
Cl -2.835 -4.947 5.470
Cl -1.899 -7.333 6.832
Cl -2.322 -4.881 8.327
H -3.898 -6.163 7.165
C 4.683 -0.722 -9.645
Cl 6.244 -1.356 -9.127
Cl 3.364 -1.703 -9.007
Cl 4.499 0.967 -9.148
H 4.642 -0.760 -10.725
```

Values from the calculation:
* gap between HOMO and LUMO: 9.3 eV
* electronic energy: -16166.9968 a.u.
* SMILES string: NC[C@H](O)C[C@H]1CCC(=O)O1.ClC(Cl)Cl.ClC(Cl)Cl.ClC(Cl)Cl.ClC(Cl)Cl.ClC(Cl)Cl.ClC(Cl)Cl.ClC(Cl)Cl.ClC(Cl)Cl.ClC(Cl)Cl.ClC(Cl)Cl.ClC(Cl)Cl
* 2S+1: 1


Entry 3:
Entry from the OMol25 dataset: a structure of composition C12H26OPtS5 (ωB97M-V with the def2-TZVPD basis set).

The geometry in XYZ format:
```
45
C12H26OPtS5 ωB97M-V with the def2-TZVPD basis set
Pt 2.200 -0.671 -1.492
C 0.424 -2.624 -2.537
C 0.352 -1.730 -1.333
S 2.939 -2.330 -0.037
C 2.294 -1.535 1.476
C 2.863 -0.144 1.710
S 2.962 0.777 0.124
C 1.720 2.128 0.087
C 0.867 2.133 -1.191
S 1.717 1.355 -2.614
C 0.372 0.706 -3.663
C 0.880 -0.512 -4.435
S 1.769 -1.794 -3.459
H -0.484 -2.693 -3.135
H 0.796 -3.619 -2.301
H 0.343 -2.224 -0.372
H -0.331 -0.889 -1.365
H 2.581 -2.189 2.302
H 1.208 -1.493 1.430
H 3.895 -0.177 2.054
H 2.270 0.450 2.404
H 2.290 3.046 0.214
H 1.045 1.985 0.927
H 0.623 3.158 -1.468
H -0.041 1.559 -1.009
H 0.080 1.480 -4.373
H -0.481 0.476 -3.028
H 1.591 -0.235 -5.215
H 0.047 -1.024 -4.917
C -1.939 2.852 1.716
C -2.521 1.463 1.919
S -1.213 0.240 2.013
O -0.556 0.222 0.638
C -2.207 -1.256 2.096
C -2.943 -1.403 3.421
H -2.740 3.587 1.675
H -1.387 2.910 0.776
H -1.275 3.129 2.537
H -3.178 1.163 1.099
H -3.071 1.401 2.860
H -1.481 -2.062 1.964
H -2.875 -1.248 1.232
H -2.260 -1.331 4.267
H -3.419 -2.382 3.459
H -3.727 -0.657 3.543
```

Values from the calculation:
* gap between HOMO and LUMO: 7.0 eV
* electronic energy: -2657.7446 a.u.
* total charge: +2
* 2S+1: 1


Entry 4:
Entry from the OMol25 dataset: a structure of composition C36H37Cl2IrN7OP (ωB97M-V with the def2-TZVPD basis set).

The geometry in XYZ format:
```
85
C36H37Cl2IrN7OP ωB97M-V with the def2-TZVPD basis set
Ir -0.686 0.759 0.381
C -0.175 5.031 -0.728
C -0.656 3.900 -0.072
N 0.045 2.772 -0.083
C 1.221 2.753 -0.745
C 1.659 3.888 -1.408
N 0.964 5.019 -1.403
C 2.060 1.567 -0.445
C 3.429 1.476 -0.561
C 4.137 0.571 0.250
C 3.417 -0.024 1.294
C 2.040 0.088 1.323
N 1.381 0.694 0.324
C 1.155 -0.123 2.487
C 1.549 -0.604 3.723
N 0.739 -0.585 4.777
C -0.461 -0.049 4.615
C -0.895 0.444 3.387
N -0.091 0.387 2.330
C 5.598 0.378 0.103
C 6.306 0.978 -0.936
C 7.670 0.752 -1.042
N 8.356 -0.016 -0.203
C 7.680 -0.592 0.784
C 6.317 -0.432 0.979
H -0.732 5.959 -0.702
H -1.611 3.887 0.437
H 2.595 3.892 -1.955
H 3.957 2.175 -1.190
H 3.928 -0.523 2.102
H 2.540 -1.015 3.872
H -1.116 -0.009 5.476
H -1.877 0.868 3.232
H 5.831 1.610 -1.673
H 8.235 1.211 -1.844
H 8.254 -1.217 1.459
H 5.854 -0.946 1.809
Cl -5.241 2.535 1.365
C -4.477 2.371 -0.166
C -5.140 2.816 -1.327
C -4.567 2.680 -2.561
Cl -5.396 3.242 -3.963
C -3.283 2.092 -2.694
C -2.583 1.931 -3.907
C -1.327 1.385 -3.900
C -0.756 0.984 -2.686
N -1.393 1.094 -1.537
C -2.646 1.656 -1.516
C -3.233 1.785 -0.237
O -2.574 1.312 0.817
H -6.117 3.268 -1.228
H -3.044 2.251 -4.832
H -0.761 1.261 -4.813
H 0.239 0.561 -2.658
C 1.021 -2.973 1.143
C -0.427 -2.633 1.520
C -1.143 -3.958 1.836
P -1.305 -1.517 0.313
C -1.030 -2.135 -1.407
C -1.552 -3.546 -1.696
C 0.427 -2.030 -1.879
C -3.082 -1.896 0.633
C -3.545 -1.476 2.028
C -4.081 -1.431 -0.431
H 1.567 -3.270 2.041
H 1.571 -2.171 0.654
H 1.037 -3.829 0.468
H -0.431 -2.061 2.451
H -1.173 -4.614 0.966
H -2.151 -3.845 2.224
H -0.561 -4.467 2.606
H -1.629 -1.432 -1.991
H -0.904 -4.305 -1.258
H -1.546 -3.702 -2.775
H -2.570 -3.720 -1.353
H 1.013 -2.870 -1.516
H 0.928 -1.116 -1.555
H 0.459 -2.071 -2.970
H -3.068 -2.986 0.579
H -3.601 -0.390 2.090
H -2.914 -1.856 2.833
H -4.553 -1.858 2.198
H -4.337 -0.382 -0.311
H -4.999 -2.004 -0.300
H -3.741 -1.602 -1.452
```

Values from the calculation:
* gap between HOMO and LUMO: 6.1 eV
* electronic energy: -3218.2463 a.u.
* total charge: +2
* 2S+1: 1